<P>
Below is 2 unconnected molecules or ions with the total composition C2H11N2O, with properties calculated with ωB97M-V/def2-TZVPD.

The calculation puts the molar mass at 79.1 g/mol. As for the charge: +1. The HOMO-LUMO gap is 0.373 Eh. As for the multiplicity: 1. The value obtained for the HOMO energy is -13.5 eV.

```
16
Properties=species:S:1:pos:R:3:lowdin_charge:R:1
C -0.693 0.928 2.490 -0.14
N -0.573 1.560 1.167 -0.08
H -1.531 1.511 3.105 0.13
H -0.768 -0.098 2.397 0.03
H 0.238 1.073 2.957 0.06
H -0.268 2.498 1.262 0.07
H -1.292 1.468 0.481 0.06
H 0.802 0.135 0.512 0.10
N 0.809 -0.614 -0.160 0.23
C 0.118 -0.365 -1.552 -0.15
O 0.352 -1.567 -2.164 0.05
H 0.607 -1.468 0.140 0.09
H 1.839 -0.817 -0.396 0.21
H -0.950 -0.153 -1.503 0.14
H 0.658 0.467 -2.025 0.15
H -0.358 -2.082 -2.293 0.05
```

---

<Q>
Below is 2 unconnected molecules or ions with the total composition C2H11N2O, with properties calculated with ωB97M-V/def2-TZVPD.

The calculation puts the molar mass at 79.1 g/mol. As for the charge: +1. The HOMO-LUMO gap is 0.385 Eh. As for the multiplicity: 1. The value obtained for the HOMO energy is -13.7 eV.

```
16
Properties=species:S:1:pos:R:3:lowdin_charge:R:1
N 0.894 0.113 -0.365 0.14
C -0.389 -0.405 0.105 -0.18
C -1.565 0.105 -0.824 -0.20
N -1.412 1.588 -0.838 0.00
H 1.624 -0.211 0.337 0.11
H 1.186 -0.302 -1.256 0.17
H 1.047 1.111 -0.532 0.16
H -0.358 -1.502 0.267 0.14
H -0.632 -0.100 1.128 0.13
H -1.484 -0.290 -1.820 0.11
H -2.391 -0.152 -0.154 0.12
H -1.649 1.868 -1.780 0.08
H -1.941 1.972 -0.069 0.08
H 1.964 -0.989 2.569 0.08
H 2.753 -1.834 1.538 0.09
O 2.351 -0.970 1.693 -0.02
```

---

According to the calculations, the structures order from most to least stable as <Q>, <P>.

---

<P>
Below is a single C2HClF2 molecule, with properties calculated with ωB97M-V/def2-TZVPD.

The calculation puts the molar mass at 98.5 g/mol. As for the charge: 0. The HOMO-LUMO gap is 0.383 Eh. The SMILES is F/C=C(/F)Cl. As for the multiplicity: 1. The value obtained for the HOMO energy is -9.6 eV.

```
6
Properties=species:S:1:pos:R:3:lowdin_charge:R:1
C -0.596 0.280 0.250 -0.15
C 0.513 -0.203 -0.310 -0.77
H -1.477 0.530 -0.289 0.12
F -0.675 0.598 1.537 0.03
F 0.324 -0.392 -1.610 0.01
Cl 1.911 -0.812 0.422 0.76
```

---

<Q>
Below is a single C2HClF2 molecule, with properties calculated with ωB97M-V/def2-TZVPD.

The calculation puts the molar mass at 98.5 g/mol. As for the charge: 0. The HOMO-LUMO gap is 0.349 Eh. The SMILES is FC(F)=CCl. As for the multiplicity: 1. The value obtained for the HOMO energy is -10.2 eV.

```
6
Properties=species:S:1:pos:R:3:lowdin_charge:R:1
C -0.654 -0.187 0.205 -0.38
C 0.687 -0.050 -0.113 -0.30
H -0.826 -0.321 1.403 0.13
F 1.801 0.318 0.693 0.04
F 1.158 -0.192 -1.415 0.05
Cl -2.166 0.433 -0.773 0.47
```

---

According to the calculations, the structures order from most to least stable as <P>, <Q>.

---

<P>
Below is 2 unconnected molecules or ions with the total composition C4H16N6, with properties calculated with ωB97M-V/def2-TZVPD.

The calculation puts the molar mass at 148.2 g/mol. As for the charge: +2. The HOMO-LUMO gap is 0.417 Eh. As for the multiplicity: 1. The value obtained for the HOMO energy is -17.4 eV.

```
26
Properties=species:S:1:pos:R:3:lowdin_charge:R:1
C 0.836 -1.908 2.285 -0.02
C 0.854 -2.517 -0.104 -0.43
N 1.494 -2.320 1.038 0.06
N -0.412 -2.117 -0.262 0.22
N 1.539 -3.010 -1.133 0.21
H 2.440 -2.625 1.196 0.17
H -0.934 -1.790 0.517 0.10
H -0.938 -2.470 -1.044 0.14
H 2.545 -3.029 -1.088 0.14
H 1.173 -3.386 -1.993 0.14
H 0.524 -2.818 2.798 0.11
H -0.015 -1.240 2.177 0.08
H 1.506 -1.395 2.946 0.09
C 0.388 2.282 -1.799 -0.05
C -1.250 2.414 -0.059 -0.43
N 0.035 2.090 -0.391 0.05
N -2.247 2.045 -0.840 0.23
N -1.466 2.825 1.176 0.23
H 0.741 2.317 0.247 0.13
H -2.053 1.519 -1.672 0.12
H -3.204 2.288 -0.642 0.15
H -0.689 3.006 1.786 0.14
H -2.378 3.031 1.553 0.15
H 1.374 1.895 -2.043 0.10
H 0.357 3.284 -2.225 0.11
H -0.220 1.630 -2.425 0.08
```

---

<Q>
Below is 2 unconnected molecules or ions with the total composition C4H16N6, with properties calculated with ωB97M-V/def2-TZVPD.

The calculation puts the molar mass at 148.2 g/mol. As for the charge: +2. The HOMO-LUMO gap is 0.425 Eh. As for the multiplicity: 1. The value obtained for the HOMO energy is -17.6 eV.

```
26
Properties=species:S:1:pos:R:3:lowdin_charge:R:1
C 1.972 1.323 1.583 -0.04
C 2.320 0.035 -0.481 -0.43
N 1.908 1.136 0.130 0.05
N 2.809 -0.968 0.264 0.22
N 2.526 0.066 -1.802 0.21
H 1.867 2.019 -0.355 0.16
H 2.319 -1.198 1.115 0.13
H 3.242 -1.756 -0.197 0.14
H 1.926 0.551 -2.453 0.14
H 2.998 -0.700 -2.246 0.13
H 3.000 1.580 1.839 0.11
H 1.584 0.599 2.290 0.09
H 1.400 2.224 1.807 0.10
C -2.166 -0.282 -1.847 -0.03
C -2.340 -0.335 0.577 -0.44
N -2.464 0.348 -0.565 0.05
N -2.054 -1.637 0.519 0.21
N -2.523 0.274 1.742 0.23
H -2.550 1.352 -0.551 0.16
H -1.971 -2.092 -0.375 0.11
H -2.427 -2.283 1.202 0.15
H -2.858 1.217 1.813 0.14
H -2.379 -0.278 2.555 0.13
H -2.313 0.432 -2.654 0.11
H -2.731 -1.189 -2.004 0.10
H -1.095 -0.438 -1.907 0.08
```

---

According to the calculations, the structures order from most to least stable as <P>, <Q>.

---

<P>
Below is 4 unconnected molecules or ions with the total composition H8O4, with properties calculated with ωB97M-V/def2-TZVPD.

The calculation puts the molar mass at 72.1 g/mol. As for the charge: -1. The HOMO-LUMO gap (alpha / beta) is 0.071 / 0.361 Eh. As for the multiplicity: 2. The value obtained for the HOMO energy (alpha / beta) is 1.0 / -6.9 eV.

```
12
Properties=species:S:1:pos:R:3:lowdin_spin:R:1
O 1.800 1.637 -2.319 0.10
H 1.163 1.497 -1.603 0.01
H 1.540 2.514 -2.598 0.02
H -2.573 -0.681 -2.049 0.12
O -2.052 0.143 -2.023 0.37
H -1.414 0.068 -2.755 0.11
O -0.118 1.629 -0.196 0.16
H -0.888 1.409 -0.744 0.04
H -0.288 2.113 0.613 0.03
O 1.228 -3.415 4.320 0.03
H 1.254 -3.268 5.223 0.00
H 0.347 -3.646 4.131 0.01
```

---

<Q>
Below is 4 unconnected molecules or ions with the total composition H8O4, with properties calculated with ωB97M-V/def2-TZVPD.

The calculation puts the molar mass at 72.1 g/mol. As for the charge: -1. The HOMO-LUMO gap (alpha / beta) is 0.079 / 0.355 Eh. As for the multiplicity: 2. The value obtained for the HOMO energy (alpha / beta) is 1.0 / -6.6 eV.

```
12
Properties=species:S:1:pos:R:3:lowdin_spin:R:1
O 0.220 -3.198 1.083 0.05
H 0.574 -3.181 1.973 0.02
H -0.661 -3.559 1.183 0.01
O -1.450 2.072 0.361 0.10
H -0.839 2.729 0.027 0.04
H -1.101 1.238 0.047 0.02
O 0.251 -0.315 0.365 0.11
H 0.348 -1.261 0.471 0.01
H 0.420 -0.158 -0.564 0.04
O 0.456 1.644 -1.532 0.36
H 1.284 1.819 -1.084 0.11
H 0.499 2.171 -2.330 0.13
```

---

According to the calculations, the structures order from most to least stable as <Q>, <P>.

---

<P>
Below is a molecular structure, C5H14N4, with properties calculated with ωB97M-V/def2-TZVPD.

The calculation puts the molar mass at 130.2 g/mol. As for the charge: 0. The HOMO-LUMO gap is 0.334 Eh. As for the multiplicity: 1. The value obtained for the HOMO energy is -8.3 eV.

```
23
Properties=species:S:1:pos:R:3:lowdin_charge:R:1
C -0.613 1.424 2.087 -0.04
N 1.050 1.896 0.404 -0.06
C -0.268 1.553 0.629 -0.52
N 1.644 1.827 -0.866 0.02
N -1.170 1.389 -0.264 0.10
H 1.702 1.676 1.142 0.13
H 1.418 0.947 -1.326 0.05
H 1.330 2.605 -1.435 0.08
H -0.802 1.547 -1.202 0.04
H -0.392 2.353 2.618 0.08
H -1.671 1.200 2.189 0.08
H -0.023 0.625 2.541 0.06
C 1.038 -1.602 -1.466 -0.02
C -1.396 -1.813 -0.603 -0.03
C 0.311 -1.556 -0.267 -0.60
N 0.674 -1.560 0.957 0.08
H -0.069 -1.737 1.621 0.04
H 2.119 -1.559 -1.419 0.07
H 0.540 -1.396 -2.402 0.06
H -0.178 -2.514 -1.074 0.18
H -1.748 -2.027 -1.616 0.08
H -1.684 -0.780 -0.378 0.05
H -1.813 -2.499 0.130 0.08
```

---

<Q>
Below is 2 unconnected molecules or ions with the total composition C5H14N4, with properties calculated with ωB97M-V/def2-TZVPD.

The calculation puts the molar mass at 130.2 g/mol. As for the charge: 0. The HOMO-LUMO gap is 0.313 Eh. The SMILES is CC=C(N)N.C/C=N/N. As for the multiplicity: 1. The value obtained for the HOMO energy is -7.4 eV.

```
23
Properties=species:S:1:pos:R:3:lowdin_charge:R:1
C 1.353 1.242 -1.454 -0.08
N -0.425 2.359 1.530 -0.01
C 0.970 1.489 -0.040 -0.28
N 0.010 2.254 0.246 -0.08
H -0.825 3.267 1.693 0.07
H 0.234 2.062 2.250 0.08
H 1.532 0.960 0.729 0.11
H 2.442 1.254 -1.562 0.07
H 0.902 1.994 -2.098 0.07
H 0.995 0.255 -1.758 0.05
C 0.671 -2.299 0.980 -0.13
C -1.029 -0.926 -0.250 -0.50
N -0.689 -1.468 -1.497 0.10
N -2.082 -0.006 -0.302 0.10
C -0.409 -1.262 0.892 -0.17
H -0.192 -2.352 -1.425 0.08
H -1.488 -1.530 -2.124 0.10
H -2.104 0.583 0.512 0.06
H -2.042 0.571 -1.136 0.08
H -0.681 -0.742 1.795 0.09
H 0.952 -2.458 2.020 0.07
H 1.560 -1.990 0.424 0.07
H 0.345 -3.257 0.575 0.06
```

---

<R>
Below is 2 unconnected molecules or ions with the total composition C5H14N4, with properties calculated with ωB97M-V/def2-TZVPD.

The calculation puts the molar mass at 130.2 g/mol. As for the charge: 0. The HOMO-LUMO gap is 0.342 Eh. The SMILES is [H]/N=C(C)\C(N)=N\[H].CNC. As for the multiplicity: 1. The value obtained for the HOMO energy is -8.5 eV.

```
23
Properties=species:S:1:pos:R:3:lowdin_charge:R:1
C 1.587 -1.410 -0.967 -0.13
C 2.019 -0.969 1.387 -0.12
C -0.038 1.795 -1.302 -0.07
N 1.211 -0.627 0.216 -0.20
C -0.378 1.218 0.041 -0.35
N -0.261 1.936 1.105 0.09
H -0.572 1.410 1.927 0.04
H 1.222 -2.435 -0.851 0.07
H 1.072 -1.022 -1.849 0.06
H 3.090 -0.896 1.181 0.08
H 1.790 -1.993 1.694 0.07
H 1.776 -0.301 2.216 0.07
H 2.667 -1.425 -1.130 0.08
H -0.404 2.822 -1.352 0.08
H -0.478 1.217 -2.115 0.06
H 1.048 1.810 -1.431 0.08
N -2.817 0.417 0.813 0.10
C -1.777 0.167 -0.040 -0.41
N -1.767 -0.803 -0.889 0.09
H -2.903 1.377 1.128 0.09
H -3.712 -0.011 0.597 0.10
H -2.600 -1.395 -0.777 0.05
H 0.222 -0.882 0.400 0.07
```

---

<S>
Below is a single C5H14N4 molecule, with properties calculated with ωB97M-V/def2-TZVPD.

The calculation puts the molar mass at 130.2 g/mol. As for the charge: 0. The HOMO-LUMO gap is 0.326 Eh. The SMILES is CC1N(N)C(C)(C)N1N. As for the multiplicity: 1. The value obtained for the HOMO energy is -7.9 eV.

```
23
Properties=species:S:1:pos:R:3:lowdin_charge:R:1
C -1.691 1.281 0.553 -0.04
C -0.980 0.044 -1.527 -0.03
C -0.627 0.381 -0.075 -0.53
N 1.039 1.958 0.904 0.03
N 0.794 0.831 0.003 -0.08
H 0.329 2.683 0.800 0.06
H 1.913 2.412 0.629 0.07
H -1.508 1.480 1.615 0.08
H -1.753 2.243 0.031 0.08
H -1.103 0.963 -2.113 0.09
H -1.925 -0.506 -1.590 0.08
H -0.212 -0.550 -2.033 0.07
H -2.680 0.812 0.483 0.08
C 2.012 -1.346 -0.160 -0.05
N -0.683 -2.053 0.411 0.04
C 1.151 -0.434 0.707 -0.33
N -0.285 -0.731 0.829 -0.09
H -0.493 -2.238 -0.571 0.05
H -1.690 -2.173 0.546 0.08
H 1.634 -0.305 1.685 0.13
H 1.596 -1.526 -1.155 0.06
H 2.156 -2.317 0.328 0.08
H 3.006 -0.907 -0.299 0.08
```

---

According to the calculations, the structures order from most to least stable as <Q>, <R>, <S>, <P>.